Record 1
This record from OMol25 describes a structure of composition C40H34Cl6IrN4O2. The level of theory is wB97M-V/def2-TZVPD.

Output
Maximum force: 1.0 eV/A
Multiplicity: 6
<S²>: 8.854
Total charge: +2
Gap between HOMO and LUMO (spin up / spin down): 6.651 / 5.372 eV
Highest occupied orbital energy (spin up / spin down): -12.41 / -13.32 eV

XYZ file:
```
87
C40H34Cl6IrN4O2 (wB97M-V/def2-TZVPD)
Ir 0.818 0.223 1.116
Cl -2.337 -3.322 6.721
Cl -1.801 2.017 6.077
Cl -0.818 -3.773 4.024
Cl -2.840 -0.418 7.699
Cl -0.333 1.543 3.370
Cl 2.983 6.816 3.717
O 1.135 2.383 0.515
O -0.117 -1.318 2.688
N 2.049 -1.662 1.073
N 2.745 0.689 2.205
N -1.268 0.108 0.161
N 1.029 0.021 -1.178
C 0.538 -1.745 -5.827
C 2.840 4.204 3.137
C -1.551 0.431 5.494
C 4.519 -2.909 3.509
C -2.016 -0.681 6.248
C -2.597 0.034 -1.809
C 1.284 -0.455 -5.450
C 1.221 -0.276 -3.943
C -0.011 -0.218 -3.291
C 4.441 -0.501 3.560
C 1.645 -2.781 0.515
C -1.790 -1.997 5.794
C 0.612 0.759 -6.113
C 4.985 -1.716 3.993
C 2.440 3.101 2.390
C 2.968 -1.698 2.070
C 1.145 4.662 0.962
C -5.985 -1.016 -1.170
C 1.554 3.308 1.248
C 3.396 -0.470 2.652
C 2.355 -0.154 -3.145
C -5.153 0.151 -1.731
C 3.516 -2.924 2.517
C 2.212 -0.013 -1.776
C -3.780 0.129 -1.084
C -1.363 0.027 -1.174
C 2.440 5.489 2.803
C -5.838 1.485 -1.389
C 2.722 -0.558 -5.962
C -2.392 0.193 0.872
C 1.576 5.712 1.701
C -0.671 -1.105 3.783
C 2.102 -4.040 0.926
C 2.926 1.820 2.809
C -0.084 -0.061 -1.916
C -1.129 -2.209 4.603
C 3.033 -4.111 1.925
C -5.074 0.011 -3.252
C -3.647 0.211 0.303
C -0.903 0.218 4.308
H 3.284 0.359 -5.775
H -5.507 -1.973 -1.386
H -2.292 0.246 1.947
H 0.673 0.666 -7.197
H -6.841 1.497 -1.815
H 3.420 -5.065 2.261
H 3.506 1.838 3.732
H 0.480 4.803 0.120
H -0.519 -1.704 -5.562
H -0.920 -0.298 -3.869
H 4.925 -3.847 3.864
H 0.938 -2.692 -0.302
H 3.250 -1.402 -5.513
H 1.269 6.722 1.463
H -5.282 2.326 -1.807
H 5.786 -1.703 4.719
H 1.729 -4.932 0.442
H -6.125 -0.936 -0.092
H -6.971 -1.015 -1.635
H -6.083 0.020 -3.664
H -4.529 0.842 -3.704
H -2.644 -0.027 -2.885
H 2.706 -0.717 -7.039
H 3.083 0.070 -1.136
H -4.510 0.293 0.947
H 3.489 4.062 3.993
H -5.929 1.631 -0.313
H -4.607 -0.932 -3.542
H 4.873 0.414 3.940
H -0.442 0.843 -5.841
H 0.605 -1.905 -6.904
H 3.347 -0.170 -3.571
H 0.987 -2.607 -5.329
H 1.117 1.682 -5.824
```

---

Record 2
This record from OMol25 describes a structure of composition C40H34N6O3PbSSi. The level of theory is wB97M-V/def2-TZVPD.

Output
Maximum force: 0.6 eV/A
Total charge: -2
Gap between HOMO and LUMO: 6.253 eV
Highest occupied orbital energy: -1.90 eV

XYZ file:
```
86
C40H34N6O3PbSSi (wB97M-V/def2-TZVPD)
Pb -1.538 -0.249 1.090
S -4.070 -1.350 2.075
Si 1.653 0.840 -0.866
O -0.564 0.138 3.394
O 0.703 0.062 0.111
O -1.713 -1.955 -0.611
N -5.274 -2.814 0.217
N -4.677 -0.793 -0.583
N -2.305 2.517 -0.318
N -0.103 -2.159 3.471
N -0.602 -2.284 2.178
N -3.891 0.298 -0.474
C -1.058 0.573 -3.980
C 1.008 0.417 5.716
C -1.635 -3.904 -1.900
C -0.124 -0.932 3.932
C -1.367 -5.245 -2.051
C -0.348 0.425 -2.792
C 2.254 2.457 -0.056
C 5.311 -1.898 -2.023
C 4.263 -2.359 -1.232
C 0.795 1.196 -2.527
C 0.955 -1.693 7.513
C -0.690 -5.357 0.235
C -4.877 0.894 -2.612
C 1.190 2.124 -3.500
C -2.692 2.990 -2.614
C 0.478 2.284 -4.686
C -0.649 1.504 -4.930
C 2.271 3.741 2.014
C 2.955 3.508 -0.661
C -0.933 -3.989 0.429
C 5.305 -0.581 -2.473
C 2.961 4.776 1.388
C -1.337 3.428 -0.320
C -1.432 -3.204 -0.666
C 4.253 0.264 -2.133
C -2.973 2.259 -1.454
C 0.479 -0.808 5.315
C -0.589 -3.481 1.752
C 1.510 0.587 7.001
C -1.680 3.934 -2.605
C 3.190 -0.176 -1.340
C 1.474 -0.467 7.909
C 3.215 -1.505 -0.895
C 1.924 2.600 1.300
C 3.302 4.657 0.046
C -0.968 4.161 -1.438
C -0.891 -6.003 -0.969
C -3.944 1.131 -1.455
C -4.660 -1.599 0.469
C 0.469 -1.865 6.222
H -0.145 4.864 -1.395
H -3.226 2.793 -3.532
H 3.244 3.443 -1.707
H 1.369 1.794 1.784
H -0.669 -7.059 -1.076
H -5.909 1.089 -2.310
H 6.126 -2.561 -2.290
H 2.002 3.827 3.062
H 4.270 1.290 -2.497
H -4.644 1.504 -3.484
H -1.207 1.623 -5.853
H 1.919 1.545 7.300
H -1.518 -5.719 -3.016
H -1.940 -0.035 -4.161
H 2.389 -1.858 -0.278
H 0.798 3.019 -5.417
H -0.687 -0.298 -2.046
H -2.007 -3.308 -2.728
H -4.829 -0.163 -2.882
H 3.226 5.669 1.941
H 4.259 -3.386 -0.881
H -4.941 -3.551 0.817
H -5.282 -3.044 -0.767
H 3.836 5.459 -0.452
H 1.003 1.230 5.000
H 0.070 -2.818 5.894
H -0.310 -5.927 1.078
H 6.118 -0.218 -3.092
H 1.842 -0.330 8.919
H 2.070 2.743 -3.339
H 0.922 -2.517 8.218
H -1.427 4.465 -3.515
H -0.236 -4.235 2.461
H -0.817 3.572 0.628
```

---

Record 3
This record from OMol25 describes a structure of composition C40H34N7O6STl. The level of theory is wB97M-V/def2-TZVPD.

Output
Maximum force: 0.4 eV/A
Total charge: -2
Gap between HOMO and LUMO: 5.438 eV
Highest occupied orbital energy: -1.75 eV

XYZ file:
```
89
C40H34N7O6STl (wB97M-V/def2-TZVPD)
Tl -0.184 -0.367 -0.054
S 5.282 -0.223 0.346
O -3.025 3.368 -1.385
O 0.678 2.463 0.951
O -2.572 2.856 7.762
O -1.503 1.453 -1.637
O -2.782 -1.306 1.390
O 0.820 -2.415 -1.371
N 0.365 1.632 -3.020
N -0.785 -0.629 3.157
N 0.813 0.436 -2.469
N -3.285 -3.375 6.417
N -3.178 -2.705 7.496
N -1.154 3.308 2.057
N 2.728 -0.586 0.370
C 4.083 -3.587 -2.399
C -1.633 3.405 8.657
C -1.759 -1.475 3.537
C 4.495 -2.593 -3.299
C -1.212 3.411 -2.952
C 3.261 -1.479 1.287
C -3.619 -3.499 4.100
C -3.660 -0.421 6.651
C -3.518 0.945 6.773
C 3.646 0.111 -0.183
C -3.559 -3.015 2.823
C -2.959 -1.302 7.494
C -2.079 5.947 -3.755
C 4.655 -1.426 1.422
C 3.180 -3.223 2.913
C 3.633 -1.534 -3.520
C -0.751 2.056 -2.496
C -2.666 1.484 7.737
C 2.859 -3.511 -1.776
C -1.631 4.338 2.949
C 1.940 -2.424 -1.971
C 2.516 -2.395 2.030
C -0.746 -1.738 5.694
C 0.253 -0.892 5.285
C -2.095 2.241 1.740
C 1.652 -0.178 -3.205
C -1.993 0.638 8.598
C 0.123 3.317 1.613
C 0.176 -0.332 4.004
C -2.762 5.269 -2.762
C -2.740 -1.878 2.480
C -2.885 -2.948 5.173
C -0.962 5.372 -4.358
C 4.574 -3.157 3.054
C -2.345 3.997 -2.349
C 2.399 -1.396 -2.876
C -2.156 -0.745 8.475
C -1.825 -2.025 4.836
C 5.325 -2.267 2.310
C -0.544 4.115 -3.947
H -2.531 2.456 -1.311
H -4.311 -4.298 4.350
H 1.899 0.278 -4.170
H 5.451 -2.654 -3.804
H -4.307 -0.827 5.883
H -2.601 4.704 2.608
H 5.071 -3.818 3.754
H -0.701 -2.212 6.665
H -2.421 6.929 -4.064
H -1.750 3.956 3.969
H 4.735 -4.431 -2.192
H -4.172 -3.432 2.033
H -1.895 3.192 9.698
H 6.402 -2.227 2.411
H -2.943 2.655 1.192
H 0.938 0.358 3.648
H 3.927 -0.749 -4.215
H -0.625 3.029 8.463
H 0.324 3.645 -4.391
H 3.456 0.860 -0.943
H 0.649 4.240 1.918
H 1.443 -2.443 1.884
H -0.930 5.173 2.967
H -0.426 5.901 -5.137
H 2.615 -3.935 3.502
H -3.633 5.697 -2.279
H -4.048 1.619 6.111
H -1.647 4.481 8.499
H 1.093 -0.668 5.932
H -2.442 1.757 2.656
H 2.538 -4.284 -1.086
H -1.632 -1.412 9.151
H -1.336 1.023 9.366
H -1.617 1.493 1.121
```

---

Record 4
This record from OMol25 describes a structure of composition C40H35BCrF2N5O6STe. The level of theory is wB97M-V/def2-TZVPD.

Output
Maximum force: 0.2 eV/A
Multiplicity: 2
<S²>: 0.769
Total charge: 0
Gap between HOMO and LUMO (spin up / spin down): 8.151 / 7.660 eV
Highest occupied orbital energy (spin up / spin down): -8.03 / -7.49 eV

XYZ file:
```
92
C40H35BCrF2N5O6STe (wB97M-V/def2-TZVPD)
Te 1.815 2.531 -4.140
Cr -0.430 -0.431 -0.447
S 0.551 0.950 1.728
F -0.937 -2.593 -2.477
F -2.028 -0.708 -3.004
O -1.833 -5.146 1.894
O -0.239 -1.920 0.542
O -0.925 1.372 -1.254
O -2.316 0.391 0.105
O -5.075 6.026 -0.842
O -3.270 5.866 -2.274
N 0.725 3.647 1.086
N 0.830 3.541 -0.310
N 0.925 4.582 3.061
N 0.796 3.230 3.149
N 1.375 -0.774 -1.266
C 2.061 -1.864 -1.235
C 1.601 -3.052 -0.510
C -2.034 1.386 -0.589
C -1.573 -1.346 5.088
C 0.132 -4.177 1.052
C -0.321 -1.501 4.510
C 6.056 1.596 -3.652
C 5.435 2.901 -1.732
C 1.922 0.414 -1.939
C -2.645 -2.109 4.643
C 4.563 -1.732 -1.238
C -4.326 6.722 -1.840
C 0.682 2.608 1.960
C -3.361 4.732 -1.511
C 1.931 -5.416 -0.002
C 3.810 2.446 -3.451
C -2.887 2.592 -0.645
C 5.781 -1.790 -1.897
C 3.428 -2.248 -3.295
C 4.771 1.732 -4.161
C 0.829 -5.355 0.845
C 4.148 3.034 -2.235
C -0.141 -2.413 3.483
C -4.785 3.828 0.220
C -1.210 -3.183 3.038
C 0.894 4.815 1.787
C -2.462 -3.033 3.628
C 2.302 -4.255 -0.655
C -4.445 4.832 -0.652
C 4.649 -2.310 -3.952
C 0.488 -3.014 0.354
C -1.049 -4.223 1.977
C -3.975 2.691 0.210
C 1.303 0.613 -3.312
C -2.561 3.624 -1.542
C 5.826 -2.077 -3.255
C 2.687 -6.700 -0.216
C 1.010 6.139 1.134
C 3.381 -1.953 -1.937
C 6.388 2.180 -2.438
B -1.221 -1.328 -2.127
H 6.777 -2.121 -3.768
H -4.179 1.865 0.877
H 3.392 3.570 -1.673
H 0.783 2.767 4.041
H -3.623 -1.985 5.091
H -4.977 6.952 -2.684
H 1.158 6.896 1.899
H 3.161 -4.280 -1.314
H 7.390 2.072 -2.042
H 4.523 -1.507 -0.178
H -5.636 3.919 0.880
H 0.216 0.613 -3.260
H -1.735 3.522 -2.233
H 4.680 -2.543 -5.009
H 0.514 -0.903 4.850
H 0.494 -6.243 1.367
H 0.320 2.693 -0.582
H 0.282 4.304 -0.703
H 6.697 -1.608 -1.350
H -3.904 7.630 -1.405
H 1.633 -0.161 -4.003
H 6.796 1.032 -4.205
H 2.506 -2.442 -3.831
H 1.852 6.154 0.441
H 1.713 1.270 -1.297
H 3.756 -6.564 -0.045
H 0.833 -2.523 3.024
H 4.512 1.275 -5.108
H -1.716 -0.628 5.886
H 0.105 6.380 0.573
H -3.279 -3.646 3.274
H 2.561 -7.066 -1.236
H 5.692 3.356 -0.783
H 2.335 -7.478 0.461
H 3.004 0.341 -2.023
```

---

Record 5
This record from OMol25 describes a cluster of 3 separate species, C40H35ClNO5 in total. The level of theory is wB97M-V/def2-TZVPD.

Output
Maximum force: 2.1 eV/A
Total charge: +1
Gap between HOMO and LUMO: 7.228 eV
Highest occupied orbital energy: -11.30 eV

XYZ file:
```
82
C40H35ClNO5 (wB97M-V/def2-TZVPD)
Cl 5.377 -0.142 -5.321
O 0.810 -2.541 -2.501
O -6.632 -5.011 4.836
O 3.715 5.877 0.187
O 3.658 3.525 4.981
O -4.039 -3.620 0.377
N 2.588 -2.646 -3.960
C 1.970 2.099 0.506
C -6.032 -4.674 3.837
C 3.090 3.380 2.705
C -3.999 -4.852 2.382
C -4.061 -6.048 4.474
C 4.653 6.138 4.850
C 3.640 -2.114 -4.623
C -6.640 -3.720 2.871
C 2.516 3.364 0.367
C 3.630 1.500 -3.244
C 2.370 2.330 -3.740
C 1.993 2.035 -5.224
C 5.165 7.418 4.709
C 3.299 0.005 -3.526
C 4.214 6.061 2.480
C -2.798 -6.555 4.219
C -2.743 -1.656 -3.100
C -2.737 -5.374 2.123
C 2.561 2.102 2.841
C 3.648 4.075 3.900
C 3.676 5.360 1.286
C -7.764 -1.876 1.123
C 3.080 4.007 1.461
C -4.669 -5.200 3.556
C 4.181 5.452 3.738
C 2.005 1.462 1.745
C 4.741 7.339 2.341
C 2.191 -0.609 -2.838
C -0.345 -1.658 -2.338
C -4.617 -3.914 1.408
C 1.843 -1.940 -3.091
C -6.514 -2.409 0.851
C 0.630 1.257 -5.383
C -2.138 -6.224 3.039
C -1.688 -2.428 -2.247
C -5.950 -3.336 1.720
C -8.461 -2.277 2.259
C 5.215 8.016 3.454
C -7.901 -3.196 3.131
C 4.025 -0.808 -4.444
H -0.433 -0.937 -3.170
H 1.521 2.062 -3.083
H 5.528 7.952 5.578
H -3.014 -0.751 -2.522
H -2.220 -5.114 1.208
H 2.492 3.850 -0.600
H -2.324 -7.212 4.938
H 1.627 -0.021 -2.113
H 3.712 1.574 -2.142
H -2.318 -1.286 -4.052
H 4.563 1.841 -3.710
H 4.777 7.809 1.367
H 2.507 3.418 -3.639
H 0.718 0.518 -6.204
H -1.615 -3.480 -2.567
H 2.786 1.487 -5.760
H 1.836 2.986 -5.762
H -3.639 -2.255 -3.309
H 4.202 -2.763 -5.303
H 5.622 9.013 3.345
H -0.139 1.968 -5.730
H 4.618 5.674 5.828
H 1.590 0.468 1.856
H -9.441 -1.866 2.465
H 2.396 -3.626 -4.157
H 0.325 0.743 -4.460
H -4.573 -6.310 5.391
H -0.195 -1.116 -1.386
H 2.580 1.608 3.804
H -5.976 -2.099 -0.035
H 1.532 1.617 -0.361
H -8.198 -1.148 0.449
H -2.004 -2.449 -1.190
H -8.442 -3.502 4.016
H -1.153 -6.627 2.837
```